ORCA calculation (wB97M-V/def2-TZVPD) on a cluster of 5 separate species, C14H28Cl4O3 in total.

The geometry in XYZ format:
```
49
Properties=species:S:1:pos:R:3:forces:R:3
C -20.7350 -17.2333 -28.2494 1.5305 -0.1089 -0.8321
C -22.1287 -17.8376 -28.1643 -0.1726 -0.1379 0.1564
C -21.8937 -19.1210 -27.3025 -0.4880 -0.1305 -0.6847
O -20.5420 -19.1014 -26.9399 0.9039 -0.3360 1.2974
C -19.7824 -18.4203 -27.9245 -1.3232 0.3817 0.2757
H -20.5076 -16.3963 -27.5892 -0.2612 -0.1508 0.3589
H -20.4653 -16.8645 -29.2390 -0.3576 0.1102 -0.1858
H -22.4726 -18.0330 -29.1800 -0.0098 -0.4921 0.0683
H -22.8936 -17.1737 -27.7616 0.2150 0.0634 0.3176
H -22.1087 -20.0370 -27.8528 0.0786 -0.0699 -0.6086
H -22.5008 -19.2696 -26.4095 0.0586 0.7155 0.2238
H -19.6118 -19.1364 -28.7283 -0.0095 0.2812 -0.5712
H -18.8118 -18.1108 -27.5368 -0.1755 -0.0403 0.2200
C -22.9838 -13.0687 -26.2270 0.0950 0.4418 0.1585
C -22.7994 -14.5836 -25.9594 1.3372 0.4983 -0.8264
C -24.1942 -15.0725 -25.6785 -0.0544 -0.0780 1.2288
O -25.0471 -14.0113 -26.0677 -1.7130 -1.2477 -0.7449
C -24.4121 -12.8272 -25.7681 0.8781 0.7272 0.4082
H -22.9236 -12.7516 -27.2682 0.2107 -0.3985 -0.1114
H -22.3152 -12.4234 -25.6573 0.2984 -0.1928 -0.0222
H -22.0642 -14.7140 -25.1653 -0.4514 -0.1895 0.2657
H -22.3765 -15.1345 -26.7995 0.0456 0.2984 -0.2587
H -24.2891 -15.2594 -24.6088 -0.1906 0.2229 0.4416
H -24.4618 -16.0408 -26.1014 -0.1870 0.3927 -0.6808
H -24.4634 -12.6303 -24.6972 0.1163 -0.0390 0.4252
H -24.8447 -11.9463 -26.2424 -0.3945 -0.3695 -0.3153
C -18.8109 -12.3629 -25.3129 -1.2803 0.7793 1.1076
C -17.5404 -12.1047 -26.0308 1.0934 0.2319 0.4136
C -17.4590 -13.2123 -27.0316 -0.5400 0.4592 -0.8064
O -18.2527 -14.2413 -26.5174 -0.6226 -1.5174 0.4713
C -18.9199 -13.8601 -25.2659 1.1908 -0.4500 -1.6650
H -19.6370 -11.8936 -25.8472 -0.2702 -0.2417 -0.0273
H -18.7904 -11.9304 -24.3125 -0.1193 0.0676 0.0581
H -16.7508 -12.3132 -25.3090 0.3807 0.5534 0.0105
H -17.4652 -11.1044 -26.4571 0.1828 -0.0665 0.1399
H -16.4172 -13.4857 -27.1990 -0.0579 -0.4409 -0.1017
H -17.9346 -12.9396 -27.9736 0.3252 0.2567 -0.3736
H -18.3058 -14.3499 -24.5102 -0.4143 0.2514 0.5745
H -19.9315 -14.2634 -25.3121 0.0957 0.0364 0.1942
Cl -18.7840 -21.3351 -23.9674 0.9149 0.0500 -0.1930
C -17.1369 -21.0159 -24.6518 -0.9666 0.3778 -0.4677
Cl -17.2099 -19.4438 -25.6084 0.4562 -1.2838 0.8728
H -16.4062 -21.0039 -23.8431 -0.2438 0.5299 -0.1499
H -16.9042 -21.8327 -25.3350 -0.1487 0.3311 -0.0391
Cl -18.7354 -17.1047 -22.9802 -0.9678 -0.2774 -1.0093
C -19.9936 -17.6096 -24.1961 -0.2143 -0.5307 0.0051
Cl -21.6544 -17.1199 -23.7665 0.2616 0.1642 0.2014
H -19.8242 -17.2521 -25.2118 0.4725 0.3916 0.4438
H -20.0578 -18.6951 -24.2709 0.4926 0.1760 0.3361
```
Positions in Å, forces in eV/Å.

Computed properties:
- 2S+1 = 1
- net charge = 0
- SMILES = C1CCOC1.C1CCOC1.C1CCOC1.ClCCl.ClCCl
- E_HOMO (eV) = -9.460
- energy (eV) = -71202.235
- relative energy (zero: lowest compared OMol25 entry of this formula, charge and spin) (kcal per mole) = 14.1